This record from the OMol25 dataset describes C5H8N2 in the gas phase in a non-equilibrium geometry. The level of theory is wB97M-V/def2-TZVPD.

```
15
Properties=species:S:1:pos:R:3:forces:R:3:mulliken_charge:R:1
C 0.9414 -0.6707 2.0422 -0.13 -0.15 -0.10 -1.141
C 0.2727 -0.6673 0.6502 0.15 0.23 0.35 0.624
C 1.0252 -0.7287 -0.5106 -0.67 -0.52 0.20 -0.590
N 0.2785 -0.1336 -1.5124 -0.01 0.37 0.06 -0.077
C -0.9010 0.3475 -1.0099 0.11 0.59 -0.26 0.192
N -1.4105 1.4676 -1.7795 0.05 -0.50 0.27 -0.620
C -1.0317 -0.1296 0.3021 0.77 -0.26 0.14 -0.637
H 1.4835 0.2921 2.1816 -0.49 -0.48 -0.30 0.224
H 0.2693 -0.7398 2.9118 -0.03 -0.20 -0.50 0.332
H 1.7247 -1.4339 2.1454 -0.32 -0.03 -0.13 0.317
H 1.7178 -1.5226 -0.7754 0.63 0.76 0.23 0.290
H 0.7280 0.2941 -2.3118 -0.33 -0.25 -0.04 0.287
H -2.3688 1.7704 -1.6320 0.21 -0.51 0.26 0.241
H -0.8070 2.2701 -1.5819 -0.33 -0.31 -0.06 0.242
H -1.9222 -0.4157 0.8804 0.38 1.26 -0.13 0.315
```
Forces are in eV/Å.

As for the highest occupied orbital energy: -7.52 eV. As for the spin multiplicity: 1. The net charge is 0. As for the HOMO-LUMO gap: 0.3132 hartree. As for the structure (SMILES): Cc1c[nH]c(N)c1. The calculation puts the relative energy (zero: lowest compared OMol25 entry of this formula, charge and spin) at 37.96 kcal/mol.


This record from the OMol25 dataset describes a 2-piece molecular cluster, C5H15N3O overall in a non-equilibrium geometry. The level of theory is wB97M-V/def2-TZVPD.

```
24
Properties=species:S:1:pos:R:3:forces:R:3:mulliken_charge:R:1
C -2.3550 -1.3309 -0.4478 0.20 0.03 0.02 -1.118
C -1.2258 -0.4325 -0.9437 -0.04 0.23 0.22 -0.621
N 0.0680 -0.6642 -0.2903 -0.76 -0.83 1.17 0.231
C 0.7680 -1.8541 -0.7661 0.15 0.22 0.46 -1.119
C 0.1360 -0.4793 1.1426 -0.57 -0.52 -1.02 0.229
N -0.6360 0.5658 1.6132 0.26 -0.09 0.02 -0.414
O 0.7946 -1.2133 1.8506 -0.07 0.21 -0.13 -0.635
H -2.5219 -1.1770 0.6142 0.00 0.05 0.13 0.300
H -3.2804 -1.0949 -0.9664 -0.09 -0.02 -0.12 0.395
H -2.1238 -2.3827 -0.6021 -0.02 -0.09 -0.08 0.294
H -1.0735 -0.5782 -2.0163 0.04 0.09 0.06 0.443
H -1.4952 0.6127 -0.7828 -0.05 -0.03 -0.15 0.245
H 0.9600 -1.7571 -1.8338 -0.03 0.03 -0.02 0.348
H 1.7108 -1.9125 -0.2217 -0.04 -0.13 -0.18 0.340
H 0.2066 -2.7701 -0.5710 0.03 -0.07 -0.03 0.356
H -0.4415 0.7293 2.5921 -0.03 -0.08 -0.04 0.292
H -0.5606 1.4306 1.0722 0.06 -0.18 -0.04 0.300
C 1.8946 1.5560 0.0248 -0.98 -1.73 -1.06 -0.770
N 0.8975 2.6184 0.2311 -0.12 0.31 -0.25 -0.548
H 2.2196 1.2014 1.0026 -0.16 -0.21 0.06 0.266
H 2.8153 1.9284 -0.4453 -0.27 -0.29 -0.36 0.363
H 1.2727 0.5866 -0.5287 2.51 3.16 1.25 0.422
H 0.7503 3.1194 -0.6413 -0.02 -0.03 0.21 0.201
H 1.2197 3.2984 0.9137 0.02 -0.03 -0.15 0.201
```
Forces are in eV/Å.

As for the highest occupied orbital energy: -8.57 eV. As for the spin multiplicity: 1. The net charge is 0. As for the HOMO-LUMO gap: 0.3496 hartree. As for the structure (SMILES): CCN(C)C(N)=O.CN. The calculation puts the relative energy (zero: lowest compared OMol25 entry of this formula, charge and spin) at 20.83 kcal/mol.


This record from the OMol25 dataset describes a 2-piece molecular cluster, C16H33B2FO10PS overall in a non-equilibrium geometry. The level of theory is wB97M-V/def2-TZVPD.

```
64
Properties=species:S:1:pos:R:3:forces:R:3:mulliken_charge:R:1
C -0.3550 0.6909 -4.7674 0.29 -0.44 -0.47 -0.909
C 0.5699 -0.5179 -4.7548 -0.51 -0.38 -0.71 -0.431
O 0.6028 -1.1763 -3.4935 -0.14 0.76 0.12 -0.609
B 1.2997 -0.5386 -2.5024 0.07 0.21 0.34 0.851
O 2.4431 0.2109 -2.8547 -0.15 -0.40 -0.29 -0.477
C 0.9283 -0.6472 -0.9640 -0.14 -1.02 -1.34 -0.273
O 1.2512 -1.9968 -0.6203 0.24 0.51 -0.20 -1.030
B 0.7960 -2.0835 0.7973 -0.61 -0.30 -0.43 1.790
O -0.4526 -1.2348 0.7701 0.09 0.20 -0.04 -0.957
C -0.5537 -0.5183 -0.4835 0.97 -0.62 2.55 1.735
C -1.0641 0.8411 0.0277 -0.26 -0.25 -0.81 -1.480
C 0.0100 1.7115 0.6686 0.09 0.85 0.31 -0.936
P 0.5693 3.0384 -0.4164 -0.78 0.03 -1.01 0.751
O -0.3855 3.3702 -1.4828 -0.12 0.01 -0.15 -0.857
O 0.8390 4.3304 0.5264 0.39 -0.74 -0.09 -0.442
C 1.2665 5.4847 -0.1956 0.49 0.93 0.40 -0.236
C 2.7406 5.8163 0.0447 -0.29 -0.47 -0.60 -1.130
O 1.9748 2.6935 -1.1097 0.17 0.24 0.93 -0.265
C 3.0816 2.4157 -0.2254 0.02 -0.37 -0.30 -0.085
C 4.3454 2.2899 -1.0620 -0.19 0.14 0.09 -1.592
C -1.5680 -1.3851 -1.2664 -0.76 0.30 -0.39 -0.895
C -2.7280 -0.6417 -1.8429 0.03 1.67 -1.43 0.530
O -2.7335 0.3131 -2.5867 -0.15 -1.73 1.30 -0.489
F -3.9489 -1.1420 -1.4385 0.39 0.08 -0.10 -0.344
H -1.3813 0.3460 -4.7286 -0.19 0.16 0.43 0.270
H -0.1335 1.4025 -3.9775 -0.10 0.12 0.09 0.173
H -0.2365 1.1583 -5.7458 0.08 0.29 0.00 0.404
H 1.5548 -0.2702 -5.1434 0.28 0.07 0.37 0.333
H 0.1415 -1.2343 -5.4568 0.09 -0.22 -0.03 0.327
H 3.1921 -0.3431 -2.6184 0.31 0.17 0.16 0.263
H 1.6714 -0.0581 -0.4169 -0.64 0.69 0.27 -0.438
H 0.5300 -3.2420 0.9626 0.34 -0.24 0.18 -0.448
H 1.5294 -1.5526 1.6451 0.47 -0.11 -0.10 -0.439
H -1.7495 0.5760 0.8279 -0.18 -0.12 0.01 0.457
H -1.6438 1.3922 -0.7081 0.24 0.26 -0.16 0.750
H -0.4551 2.2446 1.4995 0.05 0.12 0.12 0.540
H 0.8271 1.1432 1.1030 0.04 -0.21 -0.01 0.511
H 1.1138 5.3990 -1.2673 -0.33 -0.26 -0.07 0.292
H 0.6687 6.3207 0.1593 -0.27 -0.05 0.06 0.446
H 2.8966 6.8738 -0.1498 0.10 0.16 0.20 0.423
H 3.0664 5.5294 1.0388 0.00 0.20 0.20 0.281
H 3.3312 5.2738 -0.6910 0.27 -0.11 0.10 0.171
H 2.8907 1.4728 0.2842 -0.08 -0.07 0.05 0.341
H 3.1483 3.1942 0.5307 0.07 0.10 0.05 0.644
H 4.9852 3.1650 -0.9822 0.09 0.10 0.03 0.348
H 4.8974 1.4090 -0.7494 0.21 -0.05 -0.04 0.360
H 4.0507 2.1746 -2.0998 0.01 -0.13 -0.12 0.282
H -1.9644 -2.1112 -0.5690 0.07 -0.09 0.18 0.018
H -1.1075 -1.9479 -2.0754 0.22 0.12 -0.12 0.561
C -2.7921 -4.4925 5.0961 -0.02 0.05 -0.03 -0.525
C -3.7531 -3.4537 4.5008 0.05 -0.02 -0.03 -0.686
C -3.0210 -2.7581 3.3455 -0.36 0.08 0.25 -0.593
S -1.8316 -3.9490 2.7120 -0.02 0.18 -0.30 1.256
O -0.5145 -3.4527 2.9641 -0.15 -0.26 0.61 -0.636
O -2.2510 -4.3921 1.4079 0.05 -0.08 0.04 -0.719
C -2.1962 -5.2389 3.9067 -0.18 -0.09 0.31 -0.841
H -3.3021 -5.1718 5.7797 0.01 0.01 0.01 0.351
H -1.9996 -3.9861 5.6516 0.03 -0.02 -0.01 0.278
H -4.6441 -3.9601 4.1221 0.01 -0.02 -0.01 0.292
H -4.0808 -2.7314 5.2485 -0.01 0.00 0.00 0.328
H -3.6960 -2.4735 2.5427 0.13 0.02 -0.11 0.348
H -2.4619 -1.8882 3.6827 0.12 -0.04 -0.09 0.341
H -1.2830 -5.7791 4.1436 0.07 0.05 -0.13 0.386
H -2.9256 -5.9126 3.4566 0.02 0.01 -0.04 0.329
```
Forces are in eV/Å.

As for the highest occupied orbital energy: -4.00 eV. As for the spin multiplicity: 1. The net charge is -1. As for the HOMO-LUMO gap: 0.2369 hartree.


This record from the OMol25 dataset describes a 2-piece molecular cluster, C3H3IN4 overall in a non-equilibrium geometry. The level of theory is wB97M-V/def2-TZVPD.

```
11
Properties=species:S:1:pos:R:3:forces:R:3:mulliken_charge:R:1
C 0.5272 -0.2062 0.2884 -0.25 -0.05 -0.09 -0.665
C -0.6923 -0.2526 -0.2366 0.82 0.37 -0.45 -0.143
C -1.7735 -0.8822 0.4103 -0.37 -0.36 0.41 0.319
N -4.4636 1.2332 0.6610 0.23 2.24 2.49 -0.563
N -2.6684 -1.3694 0.9376 -0.21 -0.21 0.14 -0.399
N -3.4371 1.6680 0.2625 0.13 0.91 0.75 0.917
N -2.4820 2.2276 0.0636 2.02 0.55 -1.17 -0.536
I -5.5684 -0.2326 -0.1336 -2.63 -3.54 -2.08 0.176
H 1.3221 0.3026 -0.2256 0.16 0.09 -0.12 0.264
H 0.7533 -0.6683 1.2348 0.00 -0.05 0.14 0.276
H -0.9294 0.2096 -1.1854 0.09 0.05 -0.02 0.353
```
Forces are in eV/Å.

As for the highest occupied orbital energy (spin up / spin down): -6.76 / -9.50 eV. As for the spin multiplicity: 3. The net charge is 0. Its expectation value of S² is 2.02. As for the HOMO-LUMO gap (spin up / spin down): 0.2587 / 0.2382 hartree. The calculation puts the relative energy (zero: lowest compared OMol25 entry of this formula, charge and spin) at 0.00 kcal/mol.


This record from the OMol25 dataset describes C6H15NO in the gas phase. The level of theory is wB97M-V/def2-TZVPD.

```
23
Properties=species:S:1:pos:R:3:forces:R:3:mulliken_charge:R:1
C 2.0809 0.5147 -1.0625 -0.13 -0.01 0.29 -1.067
C 1.6188 0.4701 0.3978 0.07 0.19 -0.16 -0.561
N 0.3596 -0.1973 0.6796 0.03 0.10 0.03 0.130
C 0.4467 -1.6371 0.5714 0.01 0.11 0.05 -1.081
C -0.8680 0.3942 0.1258 -0.50 -0.52 0.22 0.969
C -1.2840 -0.1458 -1.2521 0.20 0.32 0.31 -1.518
C -2.0034 0.1511 1.1384 0.18 0.15 -0.30 -1.641
O -0.6967 1.7806 -0.0389 0.12 0.27 -0.07 -0.586
H 3.0839 0.9328 -1.1089 0.12 0.03 -0.07 0.402
H 1.4178 1.1467 -1.6468 -0.02 0.03 -0.10 0.266
H 2.1050 -0.4821 -1.4967 0.03 -0.09 -0.12 0.276
H 2.3730 -0.0476 0.9983 -0.02 0.08 0.01 0.483
H 1.5528 1.4957 0.7697 0.15 -0.12 0.01 0.262
H 1.2559 -1.9778 1.2184 -0.02 -0.10 -0.01 0.358
H 0.6444 -2.0002 -0.4462 -0.02 -0.05 -0.02 0.340
H -0.4784 -2.0866 0.9246 -0.02 -0.13 0.00 0.295
H -2.1323 0.4354 -1.6022 -0.12 0.00 -0.05 0.448
H -0.4746 -0.0352 -1.9658 0.09 -0.03 -0.12 0.335
H -1.5700 -1.1908 -1.1890 -0.01 -0.11 -0.02 0.317
H -2.3005 -0.8919 1.1635 -0.05 -0.15 0.06 0.344
H -1.6736 0.4427 2.1334 0.04 0.03 0.07 0.440
H -2.8654 0.7504 0.8554 -0.12 -0.01 -0.06 0.415
H -0.5919 2.1781 0.8324 -0.01 -0.01 0.03 0.375
```
Forces are in eV/Å.

As for the highest occupied orbital energy: -8.19 eV. As for the spin multiplicity: 1. The net charge is 0. As for the HOMO-LUMO gap: 0.3362 hartree. As for the structure (SMILES): CCN(C)C(C)(C)O. The calculation puts the relative energy (zero: lowest compared OMol25 entry of this formula, charge and spin) at 26.04 kcal/mol.


This record from the OMol25 dataset describes C3H10NP as an isolated structure in a non-equilibrium geometry. The level of theory is wB97M-V/def2-TZVPD.

```
15
Properties=species:S:1:pos:R:3:forces:R:3:mulliken_charge:R:1
C -0.9376 1.0219 0.5499 0.13 -4.57 -1.69 -1.334
C 0.9084 -0.4934 1.5107 0.00 -0.63 1.50 -1.022
C -0.1851 -0.3248 0.4698 2.56 -1.97 -2.95 -0.114
N -0.2192 -0.5573 -2.4598 0.52 -0.40 0.52 -0.498
P 1.1551 -0.5146 -1.4268 -2.71 2.36 2.52 0.106
H -0.2206 1.6723 0.2699 2.09 2.86 -0.35 0.344
H -1.6967 1.0002 -0.1980 -1.00 0.26 -0.11 0.348
H -1.2106 1.0066 1.5409 -1.26 0.98 2.20 0.444
H 1.2716 0.5431 1.8555 -0.64 -1.68 0.04 0.263
H 1.8364 -1.0543 1.1802 -1.12 0.61 0.15 0.365
H 0.4343 -1.1909 2.3202 1.17 1.71 -0.58 0.265
H -0.7418 -1.3170 0.2908 0.42 1.84 0.39 0.382
H -0.4017 0.2120 -3.0625 -0.05 0.28 -0.55 0.228
H -0.1627 -1.4379 -2.9067 -0.55 -0.63 -1.12 0.235
H 1.2050 0.9627 -1.4419 0.45 -1.03 0.04 -0.012
```
Forces are in eV/Å.

As for the highest occupied orbital energy: -7.58 eV. As for the spin multiplicity: 1. The net charge is 0. As for the HOMO-LUMO gap: 0.3165 hartree. The calculation puts the relative energy (zero: lowest compared OMol25 entry of this formula, charge and spin) at 56.17 kcal/mol.


Calculated total energy for every record listed, in sequence, given in a.u.: -304.77500 -439.00175 -2271.20067 -632.61534 -367.58980 -516.32038.